Entry 1:
# C5H16N2O

A cluster of 2 separate species, C5H16N2O in total in a non-equilibrium geometry (the ωB97M-V functional and the def2-TZVPD basis, OMol25).

XYZ file:
```
24
Properties=species:S:1:pos:R:3:forces:R:3:nbo_charge:R:1
C 1.003829 -1.929012 -1.602235 0.591 0.208 0.093 -0.6309
C -0.113226 -1.173752 -0.891572 0.451 0.460 0.385 -0.0529
N -1.307925 -1.960025 -0.620956 -0.324 -0.050 -0.240 -0.8375
C 0.379947 -0.566559 0.428254 -0.208 -0.229 0.412 -0.4064
C 1.301718 0.630700 0.275041 0.743 -0.133 -0.396 -0.4247
C 0.574908 1.950522 0.070588 -0.596 0.332 0.166 -0.2194
N 0.195071 2.657138 1.297446 -0.490 -0.128 -0.087 -0.8485
H 0.636925 -2.579585 -2.386420 -0.122 0.055 -0.337 0.2088
H 1.582929 -2.554813 -0.923036 -0.228 -0.194 0.308 0.2018
H 1.756883 -1.241449 -2.002521 -0.250 -0.034 -0.235 0.2112
H -0.410674 -0.312858 -1.500640 -0.141 -0.182 -0.205 0.1785
H -1.736927 -2.267966 -1.490770 0.107 -0.015 0.161 0.3562
H -1.057126 -2.794128 -0.104988 -0.034 -0.097 0.086 0.3522
H 0.882486 -1.323898 1.045316 -0.091 -0.117 -0.231 0.1973
H -0.512392 -0.282910 0.993132 0.066 0.128 0.063 0.2199
H 1.924367 0.740283 1.150223 0.094 0.016 0.592 0.2046
H 2.062023 0.416558 -0.492940 -0.397 0.207 -0.214 0.2003
H -0.355975 1.767603 -0.466529 -0.125 -0.065 -0.140 0.1764
H 1.098447 2.672188 -0.545345 0.490 -0.075 -0.158 0.1921
H 0.981433 2.790637 1.917626 -0.011 -0.085 0.058 0.3519
H -0.554076 2.175510 1.793897 0.454 -0.006 -0.005 0.3649
O -2.770378 0.998050 1.757793 0.095 0.448 -0.890 -0.9412
H -2.686721 1.833768 1.259629 -0.130 -0.364 0.468 0.4671
H -2.875547 0.353997 1.039006 0.056 -0.081 0.346 0.4780
```
Positions in Å, forces in eV/Å.

Computed properties:
Total charge: 0
Orbital gap, eV: 10.1
DFT total energy, eV: -10472.2156
ΔE to the lowest compared entry with this formula, charge and spin, kJ/mol: 29.54

Entry 2:
# C5H16N2O

A cluster of 2 separate species, C5H16N2O in total in a non-equilibrium geometry (the ωB97M-V functional and the def2-TZVPD basis, OMol25).

XYZ file:
```
24
Properties=species:S:1:pos:R:3:forces:R:3:nbo_charge:R:1
C 2.434665 1.190884 -2.029359 2.624 0.578 -1.550 -0.4271
N 1.786373 0.070030 -1.411284 -2.634 2.067 2.141 -0.6468
C 1.049554 0.702329 -0.208099 0.358 -1.473 1.028 -0.2616
C 0.329700 -0.370066 0.637492 1.356 0.328 1.860 -0.2226
N -1.115028 -0.463541 0.432305 0.571 -0.037 -0.234 -0.4607
C -1.455000 -0.229545 -0.985291 -2.126 0.855 -0.573 -0.4379
C -1.772017 0.514836 1.299452 -1.860 -0.022 -0.989 -0.4372
H 3.577777 1.312459 -1.996006 -1.278 -0.856 0.256 0.1808
H 2.195205 1.157030 -3.081503 0.066 0.276 -0.552 0.1924
H 2.143115 2.180657 -1.676511 -0.559 -0.299 0.291 0.1967
H 2.326290 -0.714874 -1.072200 0.387 0.447 -0.009 0.3684
H 1.826560 1.130758 0.461918 -0.419 0.189 -0.484 0.1757
H 0.210164 1.460073 -0.327190 1.746 -0.501 -0.993 0.2050
H 0.532136 -0.009165 1.768427 -0.601 -1.317 -2.366 0.1970
H 0.827799 -1.358924 0.458891 -0.431 0.603 0.318 0.1849
H -0.994264 -0.841785 -1.787201 0.516 0.240 1.109 0.2284
H -1.295560 0.868495 -1.203875 -0.190 -1.046 -0.327 0.1627
H -2.567719 -0.406407 -1.203067 1.314 0.267 0.849 0.2030
H -2.846444 0.240261 1.319982 0.174 0.606 -0.687 0.2099
H -1.613911 0.337102 2.361554 1.101 0.334 -0.092 0.2226
H -1.651047 1.595559 0.912233 -0.097 -1.297 0.932 0.1641
O -1.570421 -2.730606 2.695597 -0.097 1.315 4.096 -0.9270
H -0.640399 -2.570781 2.755780 0.778 0.176 -0.013 0.4644
H -1.717519 -3.064781 1.877957 -0.702 -1.433 -4.012 0.4648
```
Positions in Å, forces in eV/Å.

Computed properties:
Total charge: 0
Orbital gap, eV: 9.4
DFT total energy, eV: -10469.5731
ΔE to the lowest compared entry with this formula, charge and spin, kJ/mol: 284.50